104
Properties=species:S:1:pos:R:3:forces:R:3:mulliken_spin:R:1 method="wB97M-V/def2-TZVPD" e_above_lowest_kj_mol=390.5 max_force_ha_per_bohr=0.0520 energy_ha=-3664.16239 mol_weight_g_mol=866.18 s_squared=12.01 lumo_energy_ev="-10.680 / -10.813" multiplicity=7 e_homo_ev="-13.20 / -14.04" charge=+3
Ti 2.42159 -1.97945 -4.50472 -1.5 0.7 2.1 2.287
Ti -1.51173 2.77849 -4.33234 -1.2 -1.0 0.3 2.812
Hg 1.38092 1.25644 -3.55005 -0.2 0.3 -0.2 0.687
C 1.69397 -1.39783 5.33257 0.0 1.1 0.3 0.000
C 1.73860 -0.08249 6.15338 0.0 -0.7 0.5 0.000
C 2.12788 1.17555 5.40564 0.6 0.1 0.3 0.000
C 1.09680 1.50564 4.36769 0.0 0.7 -0.3 0.001
N 1.55861 2.57054 3.41807 1.0 -0.1 -0.6 0.000
C 0.55649 2.83869 2.34251 -0.7 -0.4 0.2 0.002
C 0.72042 1.71501 1.30439 0.4 -0.2 -0.1 -0.003
C 2.17369 1.20344 1.48757 0.2 1.4 0.0 -0.001
C 2.73743 2.10442 2.60164 -0.3 -0.6 -0.1 0.002
C 1.98720 3.81171 4.14790 -0.1 0.0 -0.1 0.000
C 0.92286 4.38904 5.04979 -0.6 -0.2 -0.4 0.000
C 1.39559 5.67337 5.65254 0.8 0.7 -0.1 0.000
H 2.69859 -1.70032 5.03318 0.0 0.0 0.0 0.000
H 1.07722 -1.25801 4.44249 0.0 -0.3 0.0 0.000
H 1.26452 -2.17836 5.95021 -0.1 -0.2 -0.1 0.000
H 2.43336 -0.21222 6.99001 0.0 0.0 -0.1 0.000
H 0.77031 0.10748 6.63479 0.0 -0.2 -0.2 0.000
H 3.13332 1.09613 4.97504 -0.2 -0.3 0.1 0.000
H 2.21094 1.99800 6.12198 -0.1 -0.1 0.0 0.000
H 0.23568 1.97062 4.84022 -0.4 -0.5 0.0 0.000
H 0.83787 0.65107 3.75175 -0.3 -0.1 0.1 0.000
H 0.81182 3.81107 1.93060 -0.1 0.0 -0.2 0.000
H -0.43630 2.89136 2.78728 0.0 0.0 -0.1 0.000
H 0.51554 2.11648 0.30878 0.1 0.0 0.1 0.001
H 0.07069 0.84929 1.44028 -0.3 0.4 0.3 -0.002
H 2.79325 1.41088 0.61218 -0.1 -0.4 0.0 0.005
H 2.21235 0.15007 1.72641 0.1 -0.2 0.1 -0.001
H 3.17158 3.01400 2.20057 0.2 0.0 -0.1 0.000
H 3.43547 1.59960 3.25293 0.2 0.1 -0.1 0.000
H 2.24328 4.52311 3.35955 0.0 0.1 0.1 0.000
H 2.91288 3.56187 4.66808 -0.1 0.1 0.1 0.000
H 0.62555 3.72201 5.85971 0.1 -0.2 -0.1 0.000
H 0.02290 4.58383 4.45042 0.1 -0.1 0.1 0.000
H 1.60817 6.43058 4.89185 -0.2 0.0 0.0 0.000
H 2.34824 5.52239 6.16743 -0.2 0.0 0.3 0.000
H 0.65391 6.06281 6.33626 0.0 0.2 0.2 0.000
O -0.70300 1.51274 -2.55046 0.7 0.7 -0.7 -0.021
C -1.06506 0.24068 -2.09878 -0.8 -0.5 -0.4 0.078
C 0.06914 -0.79439 -1.85953 -0.5 -0.3 0.6 -0.016
O 1.16208 -0.82670 -2.74468 1.0 -1.1 -1.6 0.123
H -1.82747 -0.20227 -2.76520 0.4 0.1 -0.2 -0.026
H -1.59174 0.30115 -1.13111 0.3 0.1 0.0 -0.030
H -0.45471 -1.75619 -1.87500 0.0 0.0 0.1 0.005
H 0.43964 -0.65945 -0.83683 0.1 0.1 0.0 0.020
N -1.56650 -2.12104 -7.56734 -0.2 -0.3 -0.5 -0.001
C -2.82264 -2.58468 -7.23352 0.7 0.6 -1.1 0.002
C -2.89205 -2.67430 -5.88740 0.2 0.2 1.0 0.003
C -1.62923 -2.24221 -5.37171 0.3 -0.4 -0.1 0.004
C -0.81253 -1.95759 -6.45236 -0.7 0.2 0.8 0.004
H -1.23279 -2.00205 -8.50516 0.0 0.0 -0.2 -0.001
H -3.54462 -2.72329 -8.01904 -0.1 -0.2 0.1 0.000
H -3.75302 -3.00142 -5.32932 0.0 0.0 0.1 -0.001
H -1.29983 -2.25345 -4.34455 -0.1 0.1 0.1 -0.010
H 0.19685 -1.57829 -6.48839 0.1 0.1 -0.2 0.009
N 0.89812 -2.92241 2.39499 0.3 0.7 -0.7 0.000
C -0.18127 -2.09131 2.26016 0.5 0.6 -0.5 -0.004
C -1.16456 -2.53980 3.07299 -0.8 -0.1 0.5 -0.001
C -0.66738 -3.69045 3.71557 -0.2 -0.4 0.6 0.000
C 0.61248 -3.88246 3.29265 0.1 -0.8 0.2 0.000
H 1.76371 -2.80019 1.91042 0.2 0.0 -0.1 0.000
H -0.14160 -1.21567 1.64261 0.1 0.1 -0.2 0.006
H -2.13294 -2.10120 3.24045 -0.1 0.1 -0.1 0.000
H -1.16832 -4.30411 4.43895 -0.2 -0.1 0.1 0.000
H 1.31858 -4.65377 3.54112 0.1 0.0 0.0 0.000
N -3.11971 1.23501 -5.90576 1.1 0.1 0.1 0.013
C -3.15885 2.41460 -6.62206 -0.1 -0.2 -0.9 0.035
C -3.95659 3.31727 -5.96032 1.1 0.0 0.3 -0.048
C -4.24418 2.74783 -4.68341 -0.1 0.0 -0.3 0.032
C -3.74104 1.45839 -4.70322 -0.1 -0.5 0.6 0.037
H -2.78040 0.31699 -6.23792 -0.2 0.9 0.4 -0.011
H -2.65845 2.53321 -7.57110 -0.2 -0.3 -0.1 0.010
H -4.25275 4.26002 -6.38959 0.1 0.2 0.3 -0.002
H -4.84935 3.22430 -3.92767 0.1 -0.3 0.1 0.002
H -3.83375 0.63861 -4.00462 -0.2 0.2 0.0 -0.007
C 3.56986 -3.37780 -1.56915 0.4 -0.1 0.1 -0.039
C 4.09353 -2.04490 -1.02108 -1.2 0.0 -0.1 0.020
O 3.06070 -1.30809 -0.31642 0.3 -0.2 -0.7 -0.018
H 4.32015 -3.86182 -2.20758 -0.1 0.2 -0.1 -0.003
H 2.61255 -3.26206 -2.09955 -0.1 0.1 -0.1 0.041
H 3.36511 -4.11930 -0.79084 -0.1 0.2 0.0 -0.001
H 4.45432 -1.43363 -1.86376 0.2 0.0 0.3 0.001
H 4.89684 -2.22233 -0.31523 0.1 0.2 0.0 0.002
H 2.45149 -0.95536 -0.99423 0.4 -0.3 0.4 -0.001
C -3.92324 2.14569 -0.02487 -1.0 0.2 -0.2 -0.002
C -2.57739 2.62206 0.44175 -0.3 -0.7 -0.5 0.003
O -1.90789 3.30238 -0.62127 0.6 -0.7 0.0 0.004
H -3.87342 1.53791 -0.93827 0.2 -0.1 0.2 0.003
H -4.56654 2.99600 -0.27657 0.1 0.0 0.1 0.003
H -4.44301 1.57501 0.74945 0.1 0.0 -0.1 -0.001
H -2.01264 1.72825 0.74358 0.2 0.3 0.2 0.004
H -2.70332 3.26927 1.30212 0.2 0.3 0.0 -0.001
H -1.56688 2.58079 -1.19545 -0.1 0.8 0.2 -0.028
C -0.29145 -5.24942 -0.80081 0.6 -0.7 -0.3 0.000
C -0.64276 -5.00051 -2.25902 0.1 1.1 0.3 -0.001
O 0.35966 -4.15132 -2.93927 0.2 -0.1 -0.2 0.008
H -0.89846 -6.06887 -0.39839 -0.2 0.4 0.0 0.000
H -0.38382 -4.36344 -0.17766 -0.2 0.1 0.1 0.000
H 0.73564 -5.62504 -0.70747 -0.1 0.2 -0.2 0.000
H -1.60037 -4.46207 -2.31866 0.1 -0.4 -0.2 0.001
H -0.68340 -5.90804 -2.84340 0.0 -0.1 -0.1 0.000
H 0.28898 -3.25174 -2.61044 -0.3 -0.1 0.4 0.008